Entry w
Density functional theory data (the ωB97M-V functional and the def2-TZVPD basis) for 2 unconnected molecules or ions with the total composition C5H6O2.

Geometry as XYZ:
```
13
Properties=species:S:1:pos:R:3:mulliken_charge:R:1
C 1.660 0.993 -0.129 -0.973
C 0.975 -0.283 -0.533 -0.056
O -0.085 -0.519 2.353 -0.380
C -1.223 -0.528 2.108 0.787
O -2.368 -0.538 1.882 -0.410
C -0.257 -0.368 -0.966 0.120
C -1.512 -0.457 -1.306 -0.777
H 0.995 1.853 -0.243 0.313
H 2.554 1.162 -0.736 0.336
H 1.978 0.941 0.919 0.272
H 1.538 -1.204 -0.415 0.308
H -2.275 -0.578 -0.547 0.204
H -1.848 -0.415 -2.336 0.255
```

The calculation puts the orbital gap at 10.12 eV. As for the SMILES: C=C=CC.O=C=O. The calculation puts the LUMO energy at 0.65 eV.



Entry x
Density functional theory data (the ωB97M-V functional and the def2-TZVPD basis) for a single C5H6O2 molecule.

Geometry as XYZ:
```
13
Properties=species:S:1:pos:R:3:mulliken_charge:R:1
O -1.987 -1.209 -0.411 -0.508
C -0.806 -1.256 -0.176 -0.103
C 0.033 -0.106 0.263 0.903
C -0.569 1.246 0.267 -0.595
C 0.071 0.683 -1.024 -0.752
C 1.266 -0.495 1.001 -0.231
O 2.204 -1.047 0.478 -0.453
H -0.158 -2.116 -0.440 0.348
H -0.091 2.127 0.680 0.322
H -1.643 1.226 0.479 0.216
H 1.085 0.846 -1.403 0.258
H -0.629 0.420 -1.808 0.258
H 1.224 -0.318 2.096 0.335
```

The calculation puts the orbital gap at 10.46 eV. As for the SMILES: O=CC1(C=O)CC1. The calculation puts the LUMO energy at 0.46 eV.



Stability, highest: entry w



Entry w
Density functional theory data (the ωB97M-V functional and the def2-TZVPD basis) for a single CH2N4O molecule.

Geometry as XYZ:
```
8
Properties=species:S:1:pos:R:3:mulliken_charge:R:1
C 0.798 0.011 0.137 0.514
H 2.518 0.777 -0.159 0.245
H -1.843 0.686 0.919 0.343
N 2.120 -0.080 0.001 -0.534
N -0.003 -1.108 -0.046 -0.133
N -1.218 -0.800 0.006 -0.234
N -1.476 0.462 -0.138 0.084
O -0.178 1.143 -0.043 -0.285
```

The calculation puts the orbital gap at 9.49 eV. As for the SMILES: [H]/N=c1/nn[nH]o1. The calculation puts the LUMO energy at -0.71 eV.



Entry x
Density functional theory data (the ωB97M-V functional and the def2-TZVPD basis) for a single CH2N4O molecule.

Geometry as XYZ:
```
8
Properties=species:S:1:pos:R:3:mulliken_charge:R:1
C 0.844 -0.418 -0.028 0.017
H -1.790 -0.567 1.069 0.379
H 1.337 -1.384 0.295 0.370
N -0.443 -0.163 -0.116 0.575
N 1.519 0.700 -0.320 -0.327
N 0.581 1.634 -0.630 -0.236
N -0.582 1.096 -0.479 -0.303
O -1.465 -0.898 0.208 -0.475
```

The calculation puts the orbital gap at 11.24 eV. As for the SMILES: On1cnnn1. The calculation puts the LUMO energy at 0.28 eV.



Stability, highest: entry x



Entry w
Density functional theory data (the ωB97M-V functional and the def2-TZVPD basis) for a molecular structure, CH2N4O.

Geometry as XYZ:
```
8
Properties=species:S:1:pos:R:3:mulliken_charge:R:1
C 1.045 0.893 0.169 0.367
N -1.648 1.077 -0.677 -0.575
N -0.807 1.045 0.387 0.146
N -1.551 -0.253 -0.742 0.373
N -0.804 -0.345 0.382 -0.481
O 1.637 0.795 -0.850 -0.327
H 1.257 1.125 1.291 0.305
H -1.987 -0.869 -1.338 0.193
```

The calculation puts the orbital gap at 9.43 eV. The calculation puts the LUMO energy at 0.18 eV.



Entry x
Density functional theory data (the ωB97M-V functional and the def2-TZVPD basis) for a single CH2N4O molecule.

Geometry as XYZ:
```
8
Properties=species:S:1:pos:R:3:mulliken_charge:R:1
O 0.642 -1.405 -1.560 -0.592
C 0.219 -0.754 -0.634 0.481
N -1.013 -0.716 -0.065 -0.511
N -0.980 0.333 0.741 0.341
N 0.147 0.982 0.855 -0.469
N 0.935 0.253 0.095 0.204
H -1.857 0.807 0.595 0.300
H 1.907 0.500 -0.027 0.246
```

The calculation puts the orbital gap (spin up / spin down) at 9.18 / 9.18 eV. The calculation puts the LUMO energy (spin up / spin down) at -0.12 / -0.12 eV.



Entry y
Density functional theory data (the ωB97M-V functional and the def2-TZVPD basis) for a single CH2N4O molecule.

Geometry as XYZ:
```
8
Properties=species:S:1:pos:R:3:mulliken_charge:R:1
C 0.007 0.407 -0.023 0.427
H 0.302 2.489 0.016 0.279
H -1.381 -0.598 0.964 0.363
N -0.402 1.637 0.026 -0.569
N 1.231 -0.090 -0.189 -0.293
N 1.214 -1.386 -0.269 0.076
N -0.970 -0.677 -0.219 -0.234
O -0.001 -1.782 -0.307 -0.049
```

The calculation puts the orbital gap at 9.14 eV. As for the SMILES: [H]/N=c1\nno[nH]1. The calculation puts the LUMO energy at -0.89 eV.



Entry z
Density functional theory data (the ωB97M-V functional and the def2-TZVPD basis) for a single CH2N4O molecule.

Geometry as XYZ:
```
8
Properties=species:S:1:pos:R:3:mulliken_charge:R:1
C -0.763 0.055 -0.042 0.511
H -2.459 0.770 -0.097 0.277
H 2.004 -1.234 0.058 0.251
N -2.011 -0.135 -0.007 -0.596
N 0.102 1.165 0.063 -0.213
N 1.309 0.769 -0.018 -0.213
N 1.284 -0.545 -0.060 0.231
O 0.031 -1.080 0.056 -0.247
```

The calculation puts the orbital gap at 9.61 eV. As for the SMILES: [H]/N=c1\nn[nH]o1. The calculation puts the LUMO energy at 0.18 eV.



Stability, highest: entry x



Entry w
Density functional theory data (the ωB97M-V functional and the def2-TZVPD basis) for a single CH2N4O molecule.

Geometry as XYZ:
```
8
Properties=species:S:1:pos:R:3:mulliken_charge:R:1
O 1.899 -0.286 -0.230 -0.452
C 0.597 -0.142 -0.030 0.624
N -0.041 0.890 0.396 -0.394
N -1.346 0.471 0.520 -0.079
N -1.378 -0.951 0.005 -0.262
N -0.216 -1.246 -0.329 -0.112
H 2.344 0.543 -0.008 0.365
H -1.860 0.722 -0.324 0.309
```

The calculation puts the orbital gap at 10.79 eV. As for the SMILES: Oc1nn[nH]n1. The calculation puts the LUMO energy at 0.21 eV.



Entry x
Density functional theory data (the ωB97M-V functional and the def2-TZVPD basis) for a single CH2N4O molecule.

Geometry as XYZ:
```
8
Properties=species:S:1:pos:R:3:mulliken_charge:R:1
C 0.056 0.188 0.006 0.482
H 2.074 0.620 0.724 0.307
H 1.750 -1.076 0.011 0.356
N 1.418 0.153 -0.047 -0.548
N -0.614 -0.820 -0.753 -0.244
N -1.857 -0.550 -0.607 -0.019
N -0.795 1.029 0.456 -0.345
O -2.032 0.454 0.211 0.011
```

The calculation puts the orbital gap at 10.67 eV. As for the SMILES: Nc1nnon1. The calculation puts the LUMO energy at 0.37 eV.



Entry y
Density functional theory data (the ωB97M-V functional and the def2-TZVPD basis) for a single CH2N4O molecule.

Geometry as XYZ:
```
8
Properties=species:S:1:pos:R:3:mulliken_charge:R:1
N -0.476 -0.043 -1.332 -0.350
C -0.046 0.256 -0.100 0.486
N 0.196 1.270 0.669 -0.380
O 0.648 0.639 1.827 -0.017
N 0.645 -0.692 1.671 -0.078
N 0.234 -0.954 0.531 -0.214
H -0.793 0.603 -2.042 0.213
H -0.408 -1.078 -1.225 0.340
```

The calculation puts the orbital gap at 10.56 eV. As for the SMILES: Nc1nnon1. The calculation puts the LUMO energy at 0.68 eV.



Stability, highest: entry w



Entry w
Density functional theory data (the ωB97M-V functional and the def2-TZVPD basis) for a single C4H5NS molecule.

Geometry as XYZ:
```
11
Properties=species:S:1:pos:R:3:mulliken_charge:R:1
C 1.382 -1.052 0.884 -0.668
C 0.128 -0.630 0.774 -0.021
C -0.565 -0.391 -0.536 -0.491
C -0.827 2.071 -1.034 0.313
H 1.880 -1.451 -0.033 0.223
H 1.911 -1.215 1.827 0.274
H -0.305 -0.270 1.727 0.269
H -1.656 -0.523 -0.404 0.278
H -0.313 -1.154 -1.255 0.357
N -0.303 1.003 -1.002 -0.224
S -1.331 3.612 -0.947 -0.310
```

The calculation puts the orbital gap at 9.75 eV. As for the SMILES: C=CCN=C=S. The calculation puts the LUMO energy at 0.60 eV.



Entry x
Density functional theory data (the ωB97M-V functional and the def2-TZVPD basis) for a molecular structure, C4H5NS.

Geometry as XYZ:
```
11
Properties=species:S:1:pos:R:3:mulliken_charge:R:1
C -0.277 -0.853 0.035 0.197
C -1.322 -0.003 -0.069 -0.273
C -0.709 1.371 -0.221 -0.411
C 0.681 1.206 -0.153 -0.538
H 1.341 -2.620 -0.076 0.139
H -2.399 -0.294 -0.266 0.310
H -1.241 2.216 -0.531 0.421
H 1.345 1.952 0.133 0.382
H 1.777 -0.353 1.031 0.350
N 0.863 -0.086 0.064 -0.270
S -0.061 -2.537 0.053 -0.306
```

The calculation puts the orbital gap at 7.99 eV. The calculation puts the LUMO energy at 0.18 eV.



Entry y
Density functional theory data (the ωB97M-V functional and the def2-TZVPD basis) for a single C4H5NS molecule.

Geometry as XYZ:
```
11
Properties=species:S:1:pos:R:3:mulliken_charge:R:1
C 0.530 0.481 0.525 0.120
C -0.274 -0.808 0.213 -0.056
C -1.371 -0.803 -0.534 -0.773
C -0.140 1.674 0.057 0.055
H 2.762 -0.609 0.197 0.149
H 0.752 0.629 1.595 0.276
H 0.064 -1.750 0.657 0.323
H -1.855 -1.751 -0.776 0.253
H -1.796 0.006 -1.194 0.245
N -0.827 2.514 -0.286 -0.395
S 2.155 0.416 -0.453 -0.196
```

The calculation puts the orbital gap at 10.20 eV. As for the SMILES: C=C[C@@H](S)C#N. The calculation puts the LUMO energy at 0.51 eV.



Stability, highest: entry w



Entry w
Density functional theory data (the ωB97M-V functional and the def2-TZVPD basis) for a single C2H2Br2S2 molecule.

Geometry as XYZ:
```
8
Properties=species:S:1:pos:R:3:mulliken_charge:R:1
C 0.531 0.488 0.039 -0.012
C -0.398 -0.475 0.130 0.312
S 0.344 2.260 0.185 -0.175
S 0.023 -2.161 0.114 -0.107
Br 2.351 -0.121 0.138 -0.159
Br -2.367 0.001 0.122 -0.117
H 0.659 2.469 -1.162 0.171
H -1.143 -2.460 0.435 0.087
```

The calculation puts the orbital gap at 9.01 eV. As for the SMILES: S/C(Br)=C(/S)Br. The calculation puts the LUMO energy at -0.07 eV.



Entry x
Density functional theory data (the ωB97M-V functional and the def2-TZVPD basis) for 2 unconnected molecules or ions with the total composition C2H2Br2S2.

Geometry as XYZ:
```
8
Properties=species:S:1:pos:R:3:mulliken_charge:R:1
C 2.832 1.191 -0.272 0.079
C -0.084 0.070 0.447 -0.415
S 3.005 2.369 -1.405 -0.068
S -0.400 -0.849 -1.043 -0.056
Br 4.187 0.209 0.594 -0.017
Br -0.703 1.867 0.571 -0.079
H 0.787 -0.302 1.024 0.429
H -1.301 0.060 -1.165 0.128
```

The calculation puts the orbital gap (spin up / spin down) at 7.88 / 6.01 eV. The calculation puts the LUMO energy (spin up / spin down) at -0.91 / -1.70 eV.



Stability, highest: entry w



Entry w
Density functional theory data (the ωB97M-V functional and the def2-TZVPD basis) for 2 unconnected molecules or ions with the total composition C2H6N2O3.

Geometry as XYZ:
```
13
Properties=species:S:1:pos:R:3:mulliken_charge:R:1
C 1.314 -0.781 -1.402 -0.639
C -1.466 0.236 1.266 -0.543
N -0.930 2.072 -1.622 0.178
N -0.903 -0.166 -0.870 -0.185
O -0.339 1.822 -2.607 -0.205
O -0.052 -0.460 -1.846 -0.138
O -0.428 0.071 0.372 -0.113
H 1.392 -1.884 -1.334 0.249
H 1.633 -0.450 -0.424 0.304
H 1.886 -0.357 -2.125 0.320
H -2.329 -0.250 0.744 0.312
H -1.774 1.248 1.317 0.253
H -1.079 -0.273 2.163 0.208
```

The calculation puts the orbital gap (spin up / spin down) at 6.88 / 6.79 eV. The calculation puts the LUMO energy (spin up / spin down) at 0.09 / 0.01 eV.



Entry x
Density functional theory data (the ωB97M-V functional and the def2-TZVPD basis) for 2 unconnected molecules or ions with the total composition C2H6N2O3.

Geometry as XYZ:
```
13
Properties=species:S:1:pos:R:3:mulliken_charge:R:1
O -1.695 -0.525 -1.446 -0.585
C -1.285 0.177 -2.374 0.156
N -0.496 1.267 -2.158 -0.140
C -0.134 1.936 -0.917 0.483
N -0.346 1.217 0.181 -0.384
O 0.207 3.092 -1.030 -0.574
H -1.257 -0.239 -3.392 0.328
H -0.127 1.755 -2.965 0.216
H -0.776 1.678 0.966 0.225
H -0.588 0.231 0.076 0.274
H 2.844 -3.423 3.952 0.321
H 1.694 -3.414 4.981 0.320
O 1.959 -3.752 4.125 -0.641
```

The calculation puts the orbital gap at 11.00 eV. As for the SMILES: NC(=O)NC=O.O. The calculation puts the LUMO energy at 0.70 eV.



Stability, highest: entry x